1.
{"formula": "C5H8NO2", "method": "ωB97M-V/def2-TZVPD", "total_charge": -1, "mol_weight_g_mol": 114.1, "gap_ha": 0.267, "energy_ha": -400.5584, "lumo_ev": 3.88, "smiles": "O=C([O-])[C@@H]1CCCN1", "e_homo_ev": -3.4, "largest_force_ev_per_a": 5.031, "symbols": ["O", "C", "O", "C", "C", "C", "C", "N", "H", "H", "H", "H", "H", "H", "H", "H"], "positions_angstrom": [[2.516, 1.801, 0.527], [1.990, 1.138, -0.350], [2.184, 1.233, -1.560], [0.889, -0.030, 0.119], [-0.002, -0.250, -1.104], [-1.473, -0.345, -0.477], [-1.371, -0.516, 0.959], [-0.049, 0.215, 1.300], [1.652, -0.806, 0.384], [0.079, 0.581, -1.816], [0.291, -1.296, -1.478], [-1.794, 0.714, -0.667], [-2.108, -1.119, -1.004], [-1.307, -1.498, 1.366], [-1.932, 0.058, 1.651], [0.435, 0.119, 2.149]]}

***

2.
{"formula": "C5H8NO2", "method": "ωB97M-V/def2-TZVPD", "total_charge": 1, "mol_weight_g_mol": 114.1, "gap_ha": 0.338, "energy_ha": -400.1290, "lumo_ev": -4.52, "e_homo_ev": -13.7, "largest_force_ev_per_a": 4.538, "symbols": ["C", "C", "C", "C", "C", "N", "O", "O", "H", "H", "H", "H", "H", "H", "H", "H"], "positions_angstrom": [[0.421, 1.630, -0.085], [-0.841, -0.342, 0.156], [2.653, -0.961, -0.357], [-3.289, -0.286, -0.123], [1.966, -0.102, 0.638], [1.471, 0.992, 0.197], [-0.797, 1.079, -0.078], [-1.968, -0.855, 0.252], [0.572, 2.599, -0.344], [3.773, -0.653, -0.071], [2.353, -1.912, -0.045], [2.527, -0.766, -1.435], [-3.485, 0.840, 0.056], [-3.887, -0.718, 0.597], [-3.343, -0.508, -1.109], [1.875, -0.038, 1.751]]}

***

3.
{"formula": "C5H8NO2", "method": "ωB97M-V/def2-TZVPD", "total_charge": 1, "mol_weight_g_mol": 114.1, "spin_multiplicity": 3, "gap_ha": [0.319, 0.239], "energy_ha": -400.0920, "lumo_ev": [-4.92, -8.80], "e_homo_ev": [-13.6, -15.3], "largest_force_ev_per_a": 3.035, "symbols": ["C", "C", "C", "C", "C", "N", "O", "O", "H", "H", "H", "H", "H", "H", "H", "H"], "positions_angstrom": [[-0.305, -0.341, 0.290], [0.945, 0.233, 0.292], [3.446, 0.286, -0.464], [-2.698, -0.027, -0.341], [-1.556, 0.295, 0.632], [2.004, -0.497, -0.090], [3.509, 1.429, -0.293], [2.012, -1.683, -0.311], [-0.359, -1.375, -0.047], [1.133, 1.272, 0.528], [4.110, -0.492, -0.837], [-2.688, -1.072, -0.642], [-2.591, 0.588, -1.234], [-3.660, 0.196, 0.114], [-1.456, 1.367, 0.816], [-1.846, -0.179, 1.588]]}

***

4.
{"formula": "C5H8NO3S", "method": "ωB97M-V/def2-TZVPD", "total_charge": -1, "mol_weight_g_mol": 162.2, "gap_ha": 0.265, "energy_ha": -873.8591, "lumo_ev": 3.65, "e_homo_ev": -3.6, "largest_force_ev_per_a": 4.998, "symbols": ["C", "C", "C", "C", "C", "N", "O", "O", "O", "S", "H", "H", "H", "H", "H", "H", "H", "H"], "positions_angstrom": [[3.321, -0.479, 0.014], [-1.801, -0.906, 0.170], [-1.631, -1.158, -1.309], [-0.505, -0.613, -0.496], [0.082, 1.491, 1.077], [2.265, 0.123, -0.411], [4.150, -1.318, -0.064], [2.975, 0.584, 0.872], [-1.765, 1.865, -0.750], [-0.367, 1.268, -0.636], [-2.412, -0.072, 0.532], [-1.940, -1.712, 0.768], [-1.497, -2.083, -1.777], [-1.991, -0.512, -2.063], [0.405, -1.155, -0.294], [0.055, 2.445, 1.438], [-0.425, 0.917, 1.691], [1.083, 1.316, 1.239]]}

***

5.
{"formula": "C5H8NO4S", "method": "ωB97M-V/def2-TZVPD", "total_charge": -1, "mol_weight_g_mol": 178.2, "gap_ha": [0.320, 0.320], "energy_ha": -949.1684, "lumo_ev": [3.60, 3.60], "e_homo_ev": [-5.1, -5.1], "largest_force_ev_per_a": 4.567, "symbols": ["C", "C", "C", "C", "C", "N", "O", "O", "O", "O", "S", "H", "H", "H", "H", "H", "H", "H", "H"], "positions_angstrom": [[2.661, -1.402, -0.152], [-1.285, -0.982, 0.490], [-2.025, -0.673, -0.734], [-0.848, 0.242, -0.277], [-1.347, 1.527, 0.288], [3.038, -0.165, -0.511], [1.730, -1.817, 0.449], [2.188, 2.250, -0.362], [1.695, 0.832, 1.512], [0.223, 0.337, -1.079], [1.908, 0.865, 0.088], [3.368, -2.145, -0.691], [-1.678, -0.923, 1.443], [-0.588, -1.822, 0.414], [-1.692, -1.424, -1.570], [-3.184, -0.406, -0.617], [-0.357, 2.017, 0.637], [-1.935, 1.506, 1.115], [-1.874, 2.183, -0.443]]}

***

6.
{"formula": "C5H8NO6", "method": "ωB97M-V/def2-TZVPD", "mol_weight_g_mol": 178.1, "spin_multiplicity": 2, "gap_ha": [0.331, 0.270], "energy_ha": -701.1951, "lumo_ev": [-0.37, -2.01], "e_homo_ev": [-9.4, -9.4], "largest_force_ev_per_a": 3.703, "symbols": ["H", "C", "C", "O", "H", "C", "C", "C", "O", "N", "O", "O", "O", "O", "H", "H", "H", "H", "H", "H"], "positions_angstrom": [[-0.938, -0.343, -1.968], [-1.254, -0.378, -0.921], [-2.308, -1.123, -0.572], [-2.758, -1.274, 0.690], [-2.458, -0.485, 1.213], [-0.310, 0.274, 0.049], [0.251, 1.615, -0.381], [0.794, -0.720, 0.360], [1.864, -0.083, 1.093], [3.100, -0.195, 0.230], [3.994, 0.530, 0.595], [3.023, -1.054, -0.655], [-0.910, 0.455, 1.350], [-1.978, 1.339, 1.187], [-2.895, -1.637, -1.330], [0.822, 1.523, -1.303], [-0.578, 2.306, -0.524], [0.899, 1.981, 0.416], [0.457, -1.538, 1.022], [1.183, -1.193, -0.549]]}

***

7.
{"formula": "C5H8NP", "method": "ωB97M-V/def2-TZVPD", "mol_weight_g_mol": 113.1, "gap_ha": 0.307, "energy_ha": -591.2161, "lumo_ev": -1.25, "smiles": "CC#P(C#N)CC", "e_homo_ev": -9.6, "largest_force_ev_per_a": 4.825, "symbols": ["C", "C", "P", "C", "N", "C", "C", "H", "H", "H", "H", "H", "H", "H", "H"], "positions_angstrom": [[1.431, -2.468, 0.735], [0.543, -1.333, 0.355], [1.021, 0.095, -0.388], [2.100, 1.790, -1.166], [2.342, 2.857, -1.489], [-0.530, 1.221, -0.429], [-0.772, 1.819, 0.862], [1.982, -2.213, 1.676], [0.834, -3.247, 1.248], [2.000, -2.824, -0.142], [-0.212, 1.860, -1.331], [-1.468, 0.768, -0.778], [-1.057, 0.933, 1.406], [0.110, 2.097, 1.504], [-1.493, 2.576, 0.875]]}

***

8.
{"formula": "C5H8NP", "method": "ωB97M-V/def2-TZVPD", "mol_weight_g_mol": 113.1, "gap_ha": 0.329, "energy_ha": -591.3135, "lumo_ev": 0.99, "smiles": "Cc1cccn1P", "e_homo_ev": -8.0, "largest_force_ev_per_a": 5.233, "symbols": ["C", "C", "C", "C", "C", "N", "P", "H", "H", "H", "H", "H", "H", "H", "H"], "positions_angstrom": [[0.297, 0.494, 1.944], [0.510, -0.289, 0.701], [1.455, -1.044, 0.062], [1.133, -1.286, -1.279], [-0.008, -0.651, -1.723], [-0.578, 0.064, -0.667], [-1.945, 0.976, -0.447], [-0.586, 0.126, 2.345], [1.287, 0.342, 2.440], [0.281, 1.602, 1.606], [2.418, -1.544, 0.563], [1.840, -1.817, -2.021], [-0.247, -0.397, -2.709], [-3.135, 0.227, -0.545], [-1.781, 1.596, -1.764]]}

***

9.
{"formula": "C5H8NP", "method": "ωB97M-V/def2-TZVPD", "mol_weight_g_mol": 113.1, "gap_ha": [0.277, 0.277], "energy_ha": -591.3211, "lumo_ev": [-0.11, -0.11], "smiles": "CC1=[PH]=C(C)N=C1", "e_homo_ev": [-7.7, -7.7], "largest_force_ev_per_a": 8.020, "symbols": ["C", "C", "P", "C", "C", "N", "C", "H", "H", "H", "H", "H", "H", "H", "H"], "positions_angstrom": [[0.544, 1.477, 2.244], [0.294, 0.670, 1.035], [-0.477, -0.878, 0.757], [-0.365, -0.712, -1.064], [-0.761, -1.796, -2.003], [-0.010, 0.467, -1.470], [0.316, 1.338, -0.553], [0.682, 2.525, 1.985], [1.444, 1.129, 2.757], [-0.285, 1.395, 2.948], [0.593, -1.765, 0.826], [-1.775, -1.626, -2.365], [-0.731, -2.761, -1.502], [-0.097, -1.807, -2.865], [0.627, 2.343, -0.729]]}

***

10.
{"formula": "C5H8NPS", "method": "ωB97M-V/def2-TZVPD", "mol_weight_g_mol": 145.2, "gap_ha": 0.273, "energy_ha": -989.4859, "lumo_ev": 0.32, "smiles": "CC(=[PH3])c1nccs1", "e_homo_ev": -7.1, "largest_force_ev_per_a": 4.091, "symbols": ["C", "C", "P", "C", "N", "C", "C", "S", "H", "H", "H", "H", "H", "H", "H", "H"], "positions_angstrom": [[1.752, 1.270, 0.227], [0.846, 0.034, -0.082], [1.733, -1.432, -0.049], [-0.527, 0.140, 0.116], [-1.287, 1.176, -0.069], [-2.620, 0.885, -0.084], [-2.963, -0.400, 0.089], [-1.546, -1.420, 0.317], [2.735, 0.948, 0.178], [1.594, 1.916, -0.605], [1.307, 1.601, 1.212], [2.311, -2.452, 0.870], [2.841, -0.931, -0.711], [1.270, -2.200, -1.046], [-3.379, 1.643, -0.408], [-4.066, -0.777, 0.046]]}

***

11.
{"formula": "C5H8O", "method": "ωB97M-V/def2-TZVPD", "mol_weight_g_mol": 84.1, "gap_ha": 0.385, "energy_ha": -270.4912, "lumo_ev": 1.04, "smiles": "C=C[C@H](C)C=O", "e_homo_ev": -9.4, "largest_force_ev_per_a": 0.811, "symbols": ["C", "C", "C", "C", "C", "O", "H", "H", "H", "H", "H", "H", "H", "H"], "positions_angstrom": [[1.308, 1.145, -0.010], [0.688, 0.357, -0.890], [-0.454, -0.502, -0.377], [-1.619, 0.246, 0.271], [0.539, -1.265, 0.505], [1.329, -2.047, 0.028], [0.808, 1.442, 0.908], [2.348, 1.428, -0.109], [1.175, 0.024, -1.805], [-0.817, -1.223, -1.114], [-1.295, 1.111, 0.859], [-2.289, 0.627, -0.509], [-2.213, -0.401, 0.925], [0.586, -0.961, 1.574]]}

***

12.
{"formula": "C5H8O", "method": "ωB97M-V/def2-TZVPD", "mol_weight_g_mol": 84.1, "gap_ha": 0.370, "energy_ha": -270.3912, "lumo_ev": 0.92, "e_homo_ev": -9.1, "largest_force_ev_per_a": 4.068, "symbols": ["C", "C", "C", "C", "O", "C", "H", "H", "H", "H", "H", "H", "H", "H"], "positions_angstrom": [[1.637, -0.248, 0.458], [0.737, 0.610, -0.411], [-0.560, 0.080, -1.020], [-1.411, -0.851, 0.208], [-1.157, -0.116, 1.339], [-0.617, 1.058, 0.045], [1.038, -0.818, 1.172], [2.331, 0.381, 1.026], [2.227, -0.936, -0.156], [1.296, 1.397, -0.945], [-0.904, 0.098, -2.064], [-1.083, -1.896, 0.217], [-2.425, -0.730, -0.190], [-1.110, 1.970, 0.323]]}